# 1
Computed, not measured: 2 unconnected molecules or ions with the total composition C5H11N3 in a non-equilibrium geometry, with the ωB97M-V functional and the def2-TZVPD basis.

LUMO energy = 0.846 eV
Multiplicity = 1
F_max = 3.1 eV/Å
Energy above the lowest of the compared OMol25 structures with the same formula, charge and spin = 389.09 kJ/mol
Gap between HOMO and LUMO = 10.0 eV
Net charge = 0
HOMO level = -0.338 Eh

Each line ends with the Mulliken charge.
Atoms and positions in Å:
H  1.872  0.541  0.880  0.217
H  -3.011  -1.832  -1.468  0.394
C  1.482  2.555  -0.219  -0.959
C  1.416  1.064  -0.025  -0.078
N  -2.283  -0.437  0.031  -0.242
H  0.131  -1.647  -0.247  0.210
N  -2.931  0.543  -0.125  0.624
H  0.954  2.772  -1.167  0.288
H  0.915  3.197  0.592  0.257
H  2.569  2.937  -0.354  0.245
C  -2.146  -1.531  -0.899  -0.917
H  -1.384  -1.383  -1.596  0.261
H  1.068  -1.927  -1.738  0.278
H  0.533  0.634  -1.723  0.257
N  -3.476  1.508  -0.004  -0.571
C  1.105  -1.336  -0.738  -1.050
H  1.953  -1.696  -0.091  0.350
C  1.054  0.167  -0.914  0.037
H  -1.985  -2.305  -0.256  0.397

=====

# 2
Computed, not measured: 2 unconnected molecules or ions with the total composition C5H11N3, with the ωB97M-V functional and the def2-TZVPD basis.

LUMO energy = 0.974 eV
Multiplicity = 1
F_max = 0.8 eV/Å
Energy above the lowest of the compared OMol25 structures with the same formula, charge and spin = 229.70 kJ/mol
Gap between HOMO and LUMO = 9.8 eV
SMILES string = CN=C=NC.C=NC
Net charge = 0
HOMO level = -0.326 Eh

Each line ends with the Mulliken charge.
Atoms and positions in Å:
H  0.300  -2.025  -0.291  0.190
H  -0.634  -3.238  0.612  0.242
H  -3.010  2.563  -0.697  0.241
H  -1.573  2.342  0.336  0.279
H  0.706  0.077  2.160  0.290
C  -2.580  1.978  0.117  -0.671
H  -1.002  -2.926  -1.096  0.300
C  -0.693  -2.463  -0.155  -0.613
N  -2.578  0.614  -0.285  -0.393
H  1.128  0.318  -1.749  0.269
C  1.776  0.624  -0.926  -0.866
N  0.987  0.657  0.263  -0.184
H  2.645  -0.050  -0.865  0.324
C  -1.936  -0.369  -0.016  0.554
H  -3.206  2.102  1.005  0.276
H  2.237  -0.595  1.352  0.314
C  1.331  0.023  1.282  -0.474
H  2.111  1.639  -1.135  0.321
N  -1.649  -1.506  0.272  -0.398

=====

# 3
Computed, not measured: a single C5H11N3 molecule in a non-equilibrium geometry, with the ωB97M-V functional and the def2-TZVPD basis.

LUMO energy (spin up / spin down) = 0.377 / 0.377 eV
Multiplicity = 1
F_max = 1.4 eV/Å
Energy above the lowest of the compared OMol25 structures with the same formula, charge and spin = 336.02 kJ/mol
Gap between HOMO and LUMO (spin up / spin down) = 7.6 / 7.6 eV
Net charge = 0
HOMO level (spin up / spin down) = -0.264 / -0.264 Eh

Each line ends with the Mulliken charge.
Atoms and positions in Å:
H  -1.578  2.046  -1.204  0.235
H  2.406  -1.396  1.008  0.388
H  -1.182  -0.502  -1.100  0.443
H  -0.945  -2.914  0.614  0.192
H  -1.310  1.311  0.427  0.310
C  0.577  -0.792  0.042  0.705
N  0.549  1.512  -0.794  -0.382
H  0.850  2.564  -0.455  0.366
C  1.379  -1.742  0.897  -1.530
N  -1.314  -2.289  -0.082  -0.410
C  -0.962  2.055  -0.297  -0.245
H  -0.816  4.040  -0.338  0.184
H  2.231  0.566  -0.151  0.306
H  -2.222  -2.476  -0.468  0.210
C  -0.673  -1.127  -0.380  -0.199
C  1.159  0.467  -0.324  -0.354
H  1.413  -2.746  0.461  0.356
H  0.960  -1.830  1.904  0.328
N  -0.523  3.253  0.240  -0.904

=====

# 4
Computed, not measured: a single C5H11N3 molecule in a non-equilibrium geometry, with the ωB97M-V functional and the def2-TZVPD basis.

LUMO energy = 0.540 eV
Multiplicity = 1
F_max = 1.3 eV/Å
Energy above the lowest of the compared OMol25 structures with the same formula, charge and spin = 183.77 kJ/mol
Gap between HOMO and LUMO = 8.2 eV
Net charge = 0
HOMO level = -0.280 Eh

Each line ends with the Mulliken charge.
Atoms and positions in Å:
H  -0.238  -1.252  -0.835  0.198
C  1.652  0.466  0.242  0.101
N  2.208  -0.709  0.539  -0.356
C  -1.227  -0.844  1.037  -1.287
C  -2.055  -0.185  -1.261  -1.553
H  -1.760  0.081  -2.275  0.374
C  -0.825  -0.437  -0.389  0.525
H  3.180  -0.810  0.803  0.216
H  -0.357  -0.991  1.681  0.371
N  -0.115  1.984  -0.587  -1.003
N  2.232  1.623  0.249  -0.382
H  -2.681  -1.079  -1.297  0.419
H  1.357  2.348  -0.150  0.424
H  1.673  -1.552  0.415  0.194
H  3.195  1.743  0.529  0.142
C  0.037  0.797  -0.350  0.591
H  -2.633  0.646  -0.858  0.343
H  -1.805  -1.771  1.022  0.349
H  -1.839  -0.059  1.486  0.334

=====

# 5
Computed, not measured: a single C5H11N3 molecule in a non-equilibrium geometry, with the ωB97M-V functional and the def2-TZVPD basis.

LUMO energy = 0.358 eV
Multiplicity = 1
F_max = 3.8 eV/Å
Energy above the lowest of the compared OMol25 structures with the same formula, charge and spin = 299.74 kJ/mol
Gap between HOMO and LUMO = 8.8 eV
SMILES string = C=C(/N=N/C)[C@H](C)N
Net charge = 0
HOMO level = -0.308 Eh

Each line ends with the Mulliken charge.
Atoms and positions in Å:
H  -1.683  -1.838  -1.150  0.268
H  1.375  3.262  -0.742  0.285
H  0.542  2.295  -1.986  0.362
H  -0.828  -1.990  1.062  0.363
H  -2.374  1.249  1.785  0.311
N  -0.435  1.121  -0.126  -0.340
C  1.243  2.258  -1.147  -0.788
H  -0.228  -1.312  -1.731  0.237
C  -0.985  0.166  0.634  0.528
H  1.679  -2.089  -0.033  0.395
C  1.153  -1.306  0.504  -1.143
H  1.419  -1.323  1.556  0.347
N  -0.681  -1.845  -0.996  -0.647
H  2.217  1.909  -1.490  0.302
C  -0.322  -1.386  0.306  0.106
H  1.490  -0.266  0.123  0.209
C  -1.975  0.283  1.516  -0.946
N  0.803  1.397  -0.076  -0.106
H  -2.409  -0.582  1.989  0.258

=====

# 6
Computed, not measured: a molecular structure, C5H11N3 in a non-equilibrium geometry, with the ωB97M-V functional and the def2-TZVPD basis.

LUMO energy = 0.815 eV
Multiplicity = 1
F_max = 10.3 eV/Å
Energy above the lowest of the compared OMol25 structures with the same formula, charge and spin = 565.80 kJ/mol
Gap between HOMO and LUMO = 10.1 eV
Net charge = 0
HOMO level = -0.341 Eh

Each line ends with the Mulliken charge.
Atoms and positions in Å:
H  2.911  -0.161  -0.079  0.314
C  -1.278  0.610  0.317  -0.413
H  -2.773  -1.465  -0.566  0.278
H  -2.910  0.086  -1.403  0.290
C  1.601  -1.669  0.430  -1.085
C  1.100  1.871  0.083  -0.791
H  0.122  2.543  -0.133  0.262
H  -0.981  1.370  1.030  0.455
H  -3.092  0.992  0.960  0.316
N  -3.156  -0.562  -0.520  -0.490
N  -2.526  -0.108  0.622  -0.266
H  1.586  -1.294  1.512  0.294
C  1.829  -0.314  -0.405  -0.435
H  0.703  -2.224  -0.036  0.244
H  2.430  -2.203  0.163  0.432
H  2.166  2.134  0.389  0.254
H  1.853  -0.706  -1.529  0.236
C  0.862  0.746  -0.314  0.514
N  -0.448  0.354  -0.518  -0.408

=====

# 7
Computed, not measured: a single C5H11N3 molecule in a non-equilibrium geometry, with the ωB97M-V functional and the def2-TZVPD basis.

LUMO energy = 0.868 eV
Multiplicity = 1
F_max = 4.5 eV/Å
Energy above the lowest of the compared OMol25 structures with the same formula, charge and spin = 578.91 kJ/mol
Gap between HOMO and LUMO = 9.5 eV
SMILES string = C1=N\CCNCCN/1
Net charge = 0
HOMO level = -0.316 Eh

Each line ends with the Mulliken charge.
Atoms and positions in Å:
N  -1.576  0.860  0.787  -0.559
C  1.674  -0.721  -0.497  0.149
H  0.264  0.605  0.118  0.227
H  -2.314  0.618  -1.277  0.389
N  1.760  -0.511  0.892  -0.248
H  -0.662  -0.991  0.344  0.356
H  -0.636  0.599  -2.699  0.299
C  0.734  -0.174  1.936  -0.317
H  -1.251  2.117  -0.964  0.238
N  0.929  -0.642  -1.612  -0.587
H  -2.357  0.397  1.274  0.264
H  0.891  0.833  2.304  0.332
C  -0.389  0.036  -1.721  -0.535
C  -0.378  0.019  0.822  -0.681
H  2.625  -1.278  -0.743  0.261
C  -1.390  0.942  -0.783  -0.511
H  -1.072  -0.839  -1.938  0.353
H  2.724  -0.858  1.226  0.247
H  0.421  -1.010  2.533  0.323

=====

# 8
Computed, not measured: a single C5H11N3 molecule in a non-equilibrium geometry, with the ωB97M-V functional and the def2-TZVPD basis.

LUMO energy = 0.908 eV
Multiplicity = 1
F_max = 3.1 eV/Å
Energy above the lowest of the compared OMol25 structures with the same formula, charge and spin = 108.49 kJ/mol
Gap between HOMO and LUMO = 9.4 eV
SMILES string = [H]/N=C(\N)N/C(C)=C/C
Net charge = 0
HOMO level = -0.311 Eh

Each line ends with the Mulliken charge.
Atoms and positions in Å:
C  0.285  1.935  -0.211  -1.297
H  0.117  -2.247  0.656  0.331
H  1.351  2.161  -0.324  0.396
C  -0.018  0.478  -0.491  0.493
C  -1.236  -0.041  -0.239  -0.227
H  0.479  -2.604  -0.851  0.338
H  -0.260  2.580  -0.908  0.318
H  0.012  2.200  0.815  0.275
H  2.853  -1.876  1.140  0.301
H  -1.434  -1.079  -0.489  0.491
C  1.607  -1.244  -0.076  0.407
H  -2.123  0.734  1.527  0.260
H  1.844  0.323  -1.123  0.281
C  -2.352  0.666  0.457  -1.275
N  2.697  -1.036  0.570  -0.719
H  -3.276  0.089  0.358  0.357
H  -2.528  1.667  0.057  0.309
N  0.915  -2.401  0.046  -0.673
N  1.068  -0.306  -0.912  -0.366

=====

# 9
Computed, not measured: a single C5H11N3 molecule in a non-equilibrium geometry, with the ωB97M-V functional and the def2-TZVPD basis.

LUMO energy = 0.855 eV
Multiplicity = 1
F_max = 3.7 eV/Å
Energy above the lowest of the compared OMol25 structures with the same formula, charge and spin = 126.28 kJ/mol
Gap between HOMO and LUMO = 9.9 eV
SMILES string = [H]/N=C(/C)N/C=N\CC
Net charge = 0
HOMO level = -0.332 Eh

Each line ends with the Mulliken charge.
Atoms and positions in Å:
H  2.132  0.036  -1.050  0.258
H  0.337  1.430  -0.610  0.157
N  -1.276  -0.224  1.229  -0.260
N  0.504  -1.570  0.216  -0.416
H  0.239  2.574  0.778  0.372
C  -1.154  1.068  0.908  0.777
H  1.600  -0.289  -2.681  0.312
N  -2.126  1.930  0.958  -0.780
H  0.056  -1.899  -1.747  0.371
H  -2.154  -0.419  1.746  0.225
H  1.049  1.033  0.945  0.357
H  -0.378  -0.183  -1.219  0.314
H  -0.100  -1.803  2.149  0.352
C  1.730  -0.732  -1.689  -1.117
C  -0.262  -1.290  1.202  -0.105
H  2.318  -1.656  -1.671  0.373
C  0.192  1.543  0.510  -1.029
H  -3.064  1.490  1.154  0.182
C  0.358  -1.041  -1.127  -0.343

=====

# 10
Computed, not measured: a gas-phase ion, C5H11N3 (charge +2) in a non-equilibrium geometry, with the ωB97M-V functional and the def2-TZVPD basis.

LUMO energy = -10.155 eV
Multiplicity = 1
F_max = 4.8 eV/Å
Energy above the lowest of the compared OMol25 structures with the same formula, charge and spin = 631.10 kJ/mol
Gap between HOMO and LUMO = 7.1 eV
SMILES string = C=CC/[NH+]=N/C[NH+]=C
Net charge = +2
HOMO level = -0.635 Eh

Each line ends with the Mulliken charge.
Atoms and positions in Å:
H  1.630  -1.689  0.882  0.474
H  -0.899  1.719  0.675  0.220
H  -0.819  -2.085  0.227  0.414
H  1.657  0.877  -0.595  0.351
C  -2.177  -0.812  -0.515  -0.436
H  4.191  -0.302  0.339  0.317
C  -1.933  1.595  0.634  -0.630
N  0.050  -0.294  -0.014  -0.117
H  -2.799  -1.681  -0.517  0.476
C  1.291  -0.614  0.765  -0.441
H  1.131  -0.043  1.742  0.350
N  2.221  0.196  -0.049  0.035
H  -2.471  2.446  1.202  0.271
N  -0.866  -1.085  -0.102  0.036
C  -2.652  0.470  0.231  -0.136
H  3.902  0.876  -0.995  0.269
H  -2.091  -0.578  -1.672  0.279
H  -3.750  0.611  0.296  0.327
C  3.454  0.220  -0.193  -0.060

=====

# 11
Computed, not measured: a gas-phase ion, C5H11N3 (charge +2) in a non-equilibrium geometry, with the ωB97M-V functional and the def2-TZVPD basis.

LUMO energy = -8.093 eV
Multiplicity = 1
F_max = 2.5 eV/Å
Energy above the lowest of the compared OMol25 structures with the same formula, charge and spin = 413.97 kJ/mol
Gap between HOMO and LUMO = 8.4 eV
Net charge = +2
HOMO level = -0.606 Eh

Each line ends with the Mulliken charge.
Atoms and positions in Å:
N  2.264  -2.702  1.531  0.072
N  -2.173  1.988  -1.199  -0.281
H  -3.075  1.801  -1.659  0.377
C  0.263  -0.390  0.409  -0.706
H  1.714  -4.234  2.733  0.287
H  -1.327  0.180  -1.879  0.353
H  -0.216  1.599  0.593  0.377
C  2.134  -3.900  1.784  -0.117
H  0.647  1.292  -0.922  0.400
H  -2.097  0.079  -0.292  0.413
C  2.355  -1.458  1.336  0.022
C  -0.114  0.891  -0.240  -0.152
C  -1.467  0.701  -0.931  -0.788
H  2.481  -4.661  1.088  0.291
H  3.311  -1.048  1.677  0.351
H  2.169  0.330  0.535  0.314
H  -2.368  2.499  -0.326  0.374
N  1.574  -0.493  0.716  0.053
H  -1.623  2.599  -1.820  0.360

=====

# 12
Computed, not measured: a molecular structure, C5H11N3O in a non-equilibrium geometry, with the ωB97M-V functional and the def2-TZVPD basis.

LUMO energy = 0.084 eV
Multiplicity = 1
F_max = 7.8 eV/Å
Energy above the lowest of the compared OMol25 structures with the same formula, charge and spin = 1063.47 kJ/mol
Gap between HOMO and LUMO = 8.3 eV
Net charge = 0
HOMO level = -0.302 Eh

Each line ends with the Mulliken charge.
Atoms and positions in Å:
H  -0.328  2.137  -1.119  0.294
H  3.522  -1.456  -0.440  0.218
H  -1.914  1.091  0.791  -0.127
H  3.848  0.332  -0.757  0.243
H  1.255  1.910  -0.279  0.345
C  0.265  -1.527  0.963  -0.689
C  -0.533  1.001  0.889  0.089
H  -1.632  0.323  -1.542  0.282
O  -3.080  -0.492  -0.329  -0.546
N  1.633  0.037  -0.473  -0.192
N  0.618  -1.028  -0.468  -0.341
C  2.936  -0.345  -0.301  -0.328
H  0.738  -0.975  1.835  0.303
H  -0.450  -2.477  0.981  0.319
H  -1.678  -1.227  -1.519  0.459
C  -1.757  -0.442  -0.792  -0.868
H  -3.282  0.321  0.628  0.452
C  -0.469  -0.344  0.144  0.551
H  0.204  1.116  1.854  0.276
N  0.106  2.046  -0.066  -0.741

=====

# 13
Computed, not measured: 2 unconnected molecules or ions with the total composition C5H11N3O in a non-equilibrium geometry, with the ωB97M-V functional and the def2-TZVPD basis.

LUMO energy = 0.389 eV
Multiplicity = 1
F_max = 2.4 eV/Å
Energy above the lowest of the compared OMol25 structures with the same formula, charge and spin = 440.27 kJ/mol
Gap between HOMO and LUMO = 8.0 eV
Net charge = 0
HOMO level = -0.280 Eh

Each line ends with the Mulliken charge.
Atoms and positions in Å:
H  0.301  -2.306  0.343  0.292
C  -0.130  1.985  0.054  -1.384
N  1.210  -2.051  -0.018  -0.468
H  -2.116  0.271  1.288  0.346
O  2.375  -0.220  -0.814  -0.536
H  0.114  -1.513  -2.415  0.401
H  -1.066  2.175  -0.479  0.301
H  1.990  -2.255  0.592  0.266
N  0.240  -0.704  -1.788  -0.068
H  0.912  0.453  1.080  0.320
N  -2.163  -0.719  -1.068  -0.653
H  0.708  2.187  -0.622  0.311
C  -1.027  -0.447  -0.986  0.050
C  1.344  -0.819  -0.631  0.286
H  -0.924  -0.727  2.120  0.298
H  0.486  0.151  -2.289  0.357
H  -0.057  2.732  0.853  0.427
C  -0.064  0.566  0.605  0.392
C  -1.096  0.259  1.676  -1.324
H  -1.038  0.983  2.498  0.385